{"formula": "C16H17N2O5", "method": "the ωB97M-V functional and the def2-TZVPD basis", "elements": ["C", "C", "O", "C", "C", "C", "C", "C", "O", "O", "H", "H", "H", "H", "H", "H", "H", "H", "H", "H", "H", "N", "C", "C", "C", "C", "C", "C", "C", "N", "O", "O", "C", "C", "H", "H", "H", "H", "H", "H"], "positions_angstrom": [[0.54632, 4.26581, -0.07611], [1.44729, 3.20211, 0.49547], [0.57651, 2.28259, 1.17984], [1.26203, 1.26209, 1.74718], [0.36538, 0.33657, 2.49955], [-1.09147, 0.46399, 2.40735], [1.04471, -0.84796, 3.00121], [0.25890, -1.96329, 3.68368], [2.26554, -0.99264, 2.89646], [2.47098, 1.16864, 1.62479], [1.12228, 5.04372, -0.58083], [-0.14585, 3.83343, -0.80674], [-0.04200, 4.73799, 0.71796], [2.00307, 2.69013, -0.30300], [2.16371, 3.63477, 1.20751], [-1.33452, 1.37485, 1.84688], [-1.51978, -0.41341, 1.88898], [-1.58223, 0.53431, 3.39196], [-0.82616, -1.84503, 3.66814], [0.52892, -2.90509, 3.18769], [0.58989, -2.05524, 4.72766], [-6.32479, 5.52329, -1.06252], [-5.78976, 5.00937, -0.15789], [-5.12709, 4.35174, 0.93109], [-3.95567, 4.90175, 1.48236], [-3.29164, 4.24515, 2.50920], [-3.78690, 3.01141, 3.02317], [-3.05776, 2.29500, 4.05305], [-3.62635, 1.32782, 4.84187], [-2.91633, 0.82098, 5.93040], [-3.37347, -0.05310, 6.70721], [-1.76315, 1.31797, 6.08775], [-4.99522, 2.49363, 2.48201], [-5.64162, 3.15159, 1.44119], [-3.58819, 5.86454, 1.11959], [-2.39572, 4.67061, 2.97500], [-2.04505, 2.63883, 4.27089], [-4.62430, 0.92042, 4.67914], [-5.40935, 1.56884, 2.89637], [-6.57184, 2.74789, 1.03787]], "forces_ev_per_angstrom": [[-0.27, 0.22, -0.17], [-0.42, -0.05, 0.12], [0.25, 1.56, -1.05], [-0.69, -2.77, 2.04], [2.89, -0.09, -0.63], [-0.80, -0.05, 0.03], [-0.24, 1.52, -0.58], [-0.04, -0.29, 0.10], [0.11, -1.00, 0.58], [-0.08, 0.83, -0.46], [0.05, 0.01, 0.00], [0.04, 0.06, 0.12], [0.04, -0.04, -0.09], [-0.06, 0.06, 0.35], [-0.07, -0.23, -0.20], [-0.21, -0.27, 0.05], [-0.32, 0.32, 0.05], [0.09, -0.11, -0.24], [0.01, 0.04, 0.00], [-0.10, 0.16, 0.07], [-0.07, 0.12, -0.22], [1.07, -1.01, 1.88], [-1.09, 1.02, -1.88], [0.49, -0.21, 0.49], [-0.16, 0.11, 0.06], [-0.24, -0.88, 0.55], [-0.81, 0.38, -1.39], [-0.60, -0.80, 1.56], [-0.68, 1.46, -1.90], [3.27, -0.55, 2.57], [0.14, 1.64, -1.90], [-2.19, -1.22, 0.06], [0.58, 0.43, 0.12], [-0.11, -0.11, 0.26], [-0.09, -0.39, 0.04], [-0.29, -0.16, -0.38], [-0.32, -0.24, 0.03], [0.43, 0.08, 0.34], [0.14, 0.37, -0.39], [0.32, 0.12, 0.05]], "lumo_ev": 0.45, "gap_ha": 0.1221, "homo_energy_ev": -2.876, "charge": -1}